1.
The following is a quantum chemistry calculation of 12 unconnected molecules or ions with the total composition C32H59N7O15 at a distorted geometry, from OMol25.

Positions of all 113 atoms, in Å:
C (-8.704, 1.465, -5.443)
O (-7.983, 0.289, -5.803)
C (-7.878, -0.689, -4.750)
C (-7.044, -1.942, -5.206)
O (-5.713, -1.843, -5.618)
C (-4.654, -1.764, -4.620)
C (-4.567, -3.101, -3.824)
O (-3.665, -2.949, -2.688)
C (-3.196, -4.149, -2.073)
H (-8.468, 2.285, -6.121)
H (-8.532, 1.621, -4.378)
H (-9.761, 1.234, -5.582)
H (-8.856, -0.988, -4.373)
H (-7.325, -0.397, -3.858)
H (-7.666, -2.156, -6.076)
H (-7.171, -2.791, -4.535)
H (-5.033, -1.010, -3.929)
H (-3.706, -1.398, -5.016)
H (-4.203, -3.915, -4.452)
H (-5.572, -3.310, -3.458)
H (-2.405, -3.834, -1.392)
H (-2.873, -4.789, -2.894)
H (-4.038, -4.620, -1.566)
C (-0.757, -4.149, 7.109)
O (-0.311, -5.168, 6.296)
C (-1.083, -5.558, 5.293)
O (-2.283, -5.343, 5.059)
O (-0.342, -6.409, 4.483)
C (-0.980, -7.355, 3.617)
H (-1.834, -4.119, 7.277)
H (-0.629, -3.124, 6.761)
H (-0.251, -4.283, 8.065)
H (-0.505, -7.343, 2.636)
H (-1.988, -7.034, 3.354)
H (-1.024, -8.380, 3.984)
C (4.365, -4.346, -4.134)
O (4.999, -3.992, -5.401)
C (4.710, -2.822, -5.980)
O (3.884, -2.000, -5.577)
O (5.584, -2.658, -6.977)
C (5.679, -1.550, -7.818)
H (4.707, -3.919, -3.191)
H (4.410, -5.431, -4.044)
H (3.332, -4.016, -4.246)
H (5.702, -1.815, -8.875)
H (6.637, -1.077, -7.599)
H (4.923, -0.765, -7.805)
C (0.416, 0.643, 3.679)
O (0.006, 0.175, 2.328)
C (0.809, 0.446, 1.250)
O (1.740, 1.256, 1.261)
O (0.370, -0.335, 0.242)
C (0.872, -0.083, -1.094)
H (-0.388, 0.956, 4.346)
H (1.197, 1.403, 3.656)
H (0.763, -0.249, 4.200)
H (1.960, -0.138, -1.111)
H (0.496, 0.888, -1.415)
H (0.600, -0.900, -1.763)
C (1.680, 8.147, -4.679)
O (1.668, 6.797, -4.463)
C (2.268, 5.919, -5.264)
O (2.655, 6.046, -6.418)
O (2.348, 4.671, -4.564)
C (3.028, 3.551, -5.033)
H (2.719, 8.387, -4.906)
H (1.407, 8.717, -3.791)
H (1.002, 8.459, -5.474)
H (3.447, 3.049, -4.161)
H (3.841, 3.891, -5.674)
H (2.261, 2.941, -5.512)
C (-4.355, -1.777, 2.186)
C (-4.598, -0.854, 1.090)
N (-4.765, -0.153, 0.213)
H (-5.098, -2.571, 2.251)
H (-4.335, -1.110, 3.048)
H (-3.409, -2.317, 2.152)
C (-2.716, 3.786, -1.850)
C (-3.026, 4.242, -3.200)
N (-3.250, 4.675, -4.236)
H (-2.324, 2.793, -2.069)
H (-3.605, 3.812, -1.219)
H (-2.061, 4.608, -1.561)
C (4.947, -3.110, 9.933)
C (4.273, -2.075, 9.221)
N (3.683, -1.241, 8.652)
H (5.554, -3.829, 9.382)
H (4.201, -3.764, 10.384)
H (5.451, -2.643, 10.779)
C (6.491, 3.374, 1.769)
C (5.970, 4.198, 2.814)
N (5.518, 4.880, 3.623)
H (6.644, 4.017, 0.902)
H (5.767, 2.591, 1.541)
H (7.451, 2.937, 2.044)
C (0.581, 3.773, 8.231)
C (-0.258, 2.779, 8.811)
N (-0.955, 1.974, 9.250)
H (0.124, 4.399, 7.465)
H (1.415, 3.282, 7.729)
H (0.835, 4.533, 8.970)
C (1.110, 6.647, 1.316)
C (-0.118, 6.180, 2.057)
N (-1.018, 5.946, 2.690)
H (0.817, 6.893, 0.295)
H (1.830, 5.831, 1.253)
H (1.629, 7.504, 1.745)
C (4.517, -1.790, 3.931)
C (4.256, -3.090, 3.165)
N (4.023, -4.077, 2.607)
H (4.853, -2.065, 4.930)
H (3.561, -1.267, 3.924)
H (5.293, -1.152, 3.510)

Lowest unoccupied orbital energy (eV): -0.01
HOMO-LUMO gap (eV): 9.28
HOMO (eV): -9.29
SMILES: COC(=O)OC.COC(=O)OC.COC(=O)OC.COC(=O)OC.COCCOCCOC.CC#N.CC#N.CC#N.CC#N.CC#N.CC#N.CC#N



2.
The following is a quantum chemistry calculation of a single C2H3Br2NO2 molecule at a distorted geometry, from OMol25.

Positions of all 10 atoms, in Å:
C (-1.089, -0.635, 0.254)
C (0.128, 0.144, 0.301)
N (0.166, 1.339, -0.473)
O (1.186, 1.988, -0.475)
O (-0.835, 1.584, -1.089)
Br (1.697, -0.053, 1.128)
Br (3.124, -1.537, -0.416)
H (-1.085, -1.355, 1.175)
H (-2.036, -0.056, 0.067)
H (-1.257, -1.419, -0.471)

Lowest unoccupied orbital energy (alpha / beta) (eV): -2.39 / -2.38
HOMO-LUMO gap (alpha / beta) (eV): 7.24 / 7.23
HOMO (alpha / beta) (eV): -9.63 / -9.61